Formula: C2HN4S
Source: the OMol25 dataset
Level of theory: wB97M-V/def2-TZVPD

Geometry as XYZ:
```
8
Properties=species:S:1:pos:R:3:forces:R:3:mulliken_charge:R:1
C -1.573 -0.038 0.015 1.33 2.07 -0.02 -0.12
C 0.622 -0.391 -0.020 -2.29 5.82 0.20 0.28
N 2.913 -0.964 0.033 -0.12 -0.28 -0.37 -0.31
N -0.568 -0.770 0.026 -0.96 -2.78 -0.33 -0.19
N 0.406 1.482 0.045 3.95 -2.33 -0.34 -0.20
N 1.813 -0.813 -0.047 2.64 -0.49 0.68 0.69
S -1.048 1.728 -0.015 -1.81 -0.99 0.19 0.38
H -2.565 -0.234 -0.037 -2.76 -1.02 -0.02 0.47
```
Forces are in eV/Å.

Values from the calculation:
- net charge = +1
- frontier orbital gap (alpha / beta) (eV) = 7.74 / 7.74
- E_LUMO (alpha / beta) (eV) = -7.052 / -7.052

***

Formula: C2HN5O
Source: the OMol25 dataset
Level of theory: wB97M-V/def2-TZVPD

Geometry as XYZ:
```
9
Properties=species:S:1:pos:R:3:forces:R:3:mulliken_charge:R:1
O 1.946 -0.353 0.957 -0.28 -0.48 -1.49 -0.46
C 1.218 -0.300 0.006 -0.20 2.95 1.84 0.73
N 0.704 0.942 -0.614 -1.24 -0.56 0.88 -0.38
C -0.515 1.130 -0.181 1.96 0.57 -1.11 0.08
N -1.034 0.342 0.897 -1.09 -2.50 -1.81 -0.17
N -1.104 -0.949 0.701 -0.64 3.12 2.25 0.04
N -0.626 -1.524 -0.430 -2.40 -0.46 0.31 -0.03
N 0.520 -1.275 -0.676 3.23 -1.27 -2.18 -0.16
H -1.109 1.988 -0.660 0.66 -1.38 1.32 0.35
```
Forces are in eV/Å.

Values from the calculation:
- frontier orbital gap (eV) = 8.52
- E_LUMO (eV) = -1.619

***

Formula: C2HNO2
Source: the OMol25 dataset
Level of theory: wB97M-V/def2-TZVPD

Geometry as XYZ:
```
6
Properties=species:S:1:pos:R:3:forces:R:3:mulliken_charge:R:1
C -0.350 -0.239 0.051 -0.34 0.20 -0.76 -0.66
C -1.291 -1.037 -0.037 -0.55 -0.01 -0.25 0.63
N -1.614 0.203 -2.130 -1.95 -1.92 0.58 0.24
O -2.296 -1.576 -0.415 -0.10 -1.17 1.28 -0.53
O -2.484 -0.522 -2.099 2.45 2.67 -0.98 -0.01
H 0.555 0.225 0.311 0.50 0.24 0.13 0.33
```
Forces are in eV/Å.

Values from the calculation:
- frontier orbital gap (alpha / beta) (eV) = 7.80 / 7.57
- E_LUMO (alpha / beta) (eV) = -1.278 / -1.394

***

Formula: C2HNO2S
Source: the OMol25 dataset
Level of theory: wB97M-V/def2-TZVPD

Geometry as XYZ:
```
7
Properties=species:S:1:pos:R:3:forces:R:3:mulliken_charge:R:1
C -1.364 -0.225 0.984 -2.58 -0.32 2.30 0.71
C -0.520 0.175 0.082 3.22 -0.99 -0.54 0.05
N 1.918 -0.052 -1.004 -0.13 0.39 -0.65 -0.42
O -2.113 -0.521 1.833 1.12 -0.05 -1.00 -0.31
O -0.333 1.056 -0.728 -0.71 0.61 -0.67 -0.53
S 1.365 -0.951 0.107 -1.78 -0.04 0.93 0.12
H 1.047 0.517 -1.274 0.87 0.41 -0.37 0.38
```
Forces are in eV/Å.

Values from the calculation:
- frontier orbital gap (alpha / beta) (eV) = 8.34 / 6.39
- E_LUMO (alpha / beta) (eV) = -1.268 / -1.976

***

Formula: C2HNO4
Source: the OMol25 dataset
Level of theory: wB97M-V/def2-TZVPD

Geometry as XYZ:
```
8
Properties=species:S:1:pos:R:3:forces:R:3:mulliken_charge:R:1
C -1.099 -0.373 -0.512 4.47 -5.64 -2.15 -0.10
C 0.141 -0.611 0.321 0.38 -1.34 1.21 0.40
N 0.995 0.709 0.327 -2.59 -1.31 1.26 1.01
O -1.881 0.415 -0.174 -4.35 5.24 1.47 -0.25
O 0.485 -1.552 0.981 -0.23 0.95 -1.40 -0.38
O 0.836 1.429 1.246 0.08 1.25 1.80 -0.49
O 1.550 0.875 -0.679 2.47 0.70 -3.04 -0.51
H -1.026 -0.892 -1.510 -0.22 0.15 0.84 0.32
```
Forces are in eV/Å.

Values from the calculation:
- ⟨S²⟩ = 2.0117
- 2S+1 = 3
- frontier orbital gap (alpha / beta) (eV) = 7.18 / 7.08
- E_LUMO (alpha / beta) (eV) = -0.482 / -4.080

***

Formula: C2HO3PS
Source: the OMol25 dataset
Level of theory: wB97M-V/def2-TZVPD

Geometry as XYZ:
```
8
Properties=species:S:1:pos:R:3:forces:R:3:mulliken_charge:R:1
C 0.486 0.544 0.511 0.22 -2.08 0.76 -0.31
C 0.299 1.691 0.151 -0.24 4.49 -1.36 -0.30
O 0.545 -3.120 1.019 1.87 -0.75 0.62 -0.67
O -0.128 -1.983 -1.213 0.71 -0.02 -1.40 -0.61
O -1.723 -2.173 0.739 -0.87 0.44 0.25 -0.67
P -0.352 -2.310 0.194 -1.71 0.28 0.33 0.93
S -0.039 3.426 -0.227 0.82 -1.22 -0.22 -0.41
H 0.911 3.926 -1.174 -0.78 -1.13 1.02 0.04
```
Forces are in eV/Å.

Values from the calculation:
- net charge = -2
- frontier orbital gap (eV) = 5.77
- E_LUMO (eV) = 5.067

***

Formula: C2HO5
Source: the OMol25 dataset
Level of theory: wB97M-V/def2-TZVPD

Geometry as XYZ:
```
8
Properties=species:S:1:pos:R:3:forces:R:3:mulliken_charge:R:1
O -1.628 1.450 0.196 0.27 0.14 -0.31 -0.62
C -0.542 0.932 -0.041 -2.10 -1.31 0.72 0.61
O 0.581 1.447 -0.152 1.79 0.32 -0.45 -0.72
C -0.632 -0.688 -0.067 0.15 0.45 0.41 0.52
O -1.632 -1.363 -0.073 -0.04 0.69 -0.29 -0.59
O 0.501 -1.391 0.070 0.40 -0.48 -0.15 -0.16
O 1.772 -0.750 0.148 0.38 2.58 -0.53 -0.49
H 1.579 0.363 -0.081 -0.85 -2.38 0.60 0.46
```
Forces are in eV/Å.

Values from the calculation:
- net charge = -1
- frontier orbital gap (eV) = 9.43
- E_LUMO (eV) = 4.236

***

Formula: C2INO3
Source: the OMol25 dataset
Level of theory: wB97M-V/def2-TZVPD

Geometry as XYZ:
```
7
Properties=species:S:1:pos:R:3:forces:R:3:mulliken_charge:R:1
C -1.470 0.301 0.148 1.09 -1.19 -0.01 0.67
C 1.305 -0.072 -0.798 0.56 4.69 -0.48 0.76
N -0.644 -0.475 0.575 -0.94 -0.10 -0.08 -0.61
O -2.188 0.891 -0.517 -1.49 1.36 -0.63 -0.36
O 1.426 -1.181 -0.933 0.45 -3.86 -0.39 -0.31
O 1.294 1.101 -0.757 -0.21 -0.84 0.20 -0.43
I 0.277 -0.565 2.282 0.54 -0.07 1.38 0.29
```
Forces are in eV/Å.

Values from the calculation:
- frontier orbital gap (eV) = 9.25
- E_LUMO (eV) = -0.683

***

The calculation returns the following energy relative to the best compared isomer or geometry (same formula, charge and spin) values, one per record and in order: 299.0; 310.1; 535.3; 462.2; 106.4; 65.4; 0.0; 27.3 kJ/mol.